No. 1
Molecular formula: H31O15
Method: DFT, ωB97M-V/def2-TZVPD

Structure (XYZ):
```
46
Properties=species:S:1:pos:R:3:forces:R:3:lowdin_charge:R:1
O -2.41136 -1.15825 1.79618 -0.5 -0.8 -1.0 -0.0222
H 1.02003 1.84514 -0.02051 0.6 0.9 -1.8 -0.0047
H -1.60192 -0.92242 1.34352 0.5 0.1 0.7 0.0283
O 0.23340 -2.82388 2.19450 0.1 0.9 -0.3 -0.0445
H 3.87232 0.54596 -1.14349 -0.1 0.0 1.3 0.1867
H -0.61595 -2.48443 1.89095 -0.4 -0.1 0.4 0.0204
O -1.14274 -2.85249 -3.07781 0.2 -0.3 -0.3 -0.0509
H -0.47055 0.79292 3.49578 -0.2 -0.4 -0.7 0.0633
H -2.64636 0.74734 -3.90794 -0.8 0.1 0.2 0.0580
O -3.23041 2.60074 -2.21857 1.4 0.6 0.3 -0.0835
H 0.29855 -3.25154 0.62256 0.6 -0.7 -0.7 -0.0039
H -3.35759 0.29457 1.30042 -0.8 -0.1 0.1 -0.0205
O 1.67215 2.04333 -0.79957 0.3 -0.5 -0.1 -0.1419
H -3.36113 2.23282 -1.34160 -0.4 0.3 0.4 0.0226
H 3.24979 0.97731 0.37224 0.2 0.4 -0.3 0.0984
O -0.33366 1.83188 0.51421 -0.5 0.5 0.6 -0.0271
H -1.21929 -2.28230 -2.31355 -0.1 0.1 0.2 -0.0013
H -0.78541 -3.68586 -2.74615 -0.1 0.2 0.0 0.0287
O -0.29052 1.63685 3.06008 0.6 0.2 2.7 -0.0464
H -0.22854 2.16889 1.43682 -0.6 -0.9 -0.7 0.0522
H 0.32159 -0.24664 -1.35654 0.0 0.1 -0.3 0.0400
O 1.22066 0.80137 -3.73999 -0.2 -0.1 0.3 -0.0547
H 0.84384 -2.05561 2.07720 -0.5 -0.7 0.6 0.0235
H 0.74859 -1.66418 -0.90073 -0.2 -0.2 0.2 0.0256
O 0.56599 -3.38522 -0.32551 -0.2 -0.7 -0.2 -0.0905
H 1.25353 2.69125 -1.36634 -0.3 -0.2 -0.2 0.0612
H 2.53802 1.70546 2.20981 0.4 0.6 0.2 0.0818
O -4.29096 0.55990 1.31112 0.2 0.9 -0.3 -0.0703
H 0.51586 0.49212 -4.32368 0.1 0.0 0.1 0.0445
O 3.35784 0.23579 -0.34425 -0.8 0.2 -1.7 0.1675
H 2.41946 0.32122 -0.77899 0.3 -0.2 0.8 0.1285
H -4.77431 -0.24661 1.48470 -0.1 -0.2 0.0 0.0301
O 0.59922 -0.75279 -0.58496 0.2 0.3 0.0 -0.0578
H 0.53772 -4.34443 -0.51365 0.1 0.8 0.3 0.0788
H -0.61463 0.90982 0.51394 0.1 0.2 0.4 0.0392
O 2.73475 2.11983 1.35850 0.1 -1.3 0.2 -0.0086
H -0.05268 2.11353 3.89645 -0.3 0.2 -1.2 0.1035
H 3.31975 2.87664 1.39610 0.1 0.2 0.6 0.1008
O -2.22264 0.57089 -3.07085 2.0 -1.5 0.2 -0.0673
H -2.45764 -1.14202 2.74985 0.8 0.3 0.3 0.0804
H 2.91230 -1.83926 2.43556 -0.9 0.4 -0.4 0.0902
O 2.26731 -1.18409 2.79260 2.2 -0.4 0.2 -0.0612
H 2.78186 -1.02273 3.60584 -0.9 0.4 0.1 0.0770
H -2.25425 2.42876 -2.36480 -1.7 0.5 0.0 0.0583
H 1.89265 1.18472 -4.30530 0.0 0.0 -0.2 0.0369
H -2.81465 0.61570 -2.31414 -0.5 0.0 -1.0 0.0307
```
Forces are in eV/Å.

Summary:
Calculated total energy (eV): -31208.01593
Energy above the lowest of the compared OMol25 structures with the same formula, charge and spin (eV): 3.524
Charge: +1

No. 2
Molecular formula: H25O12
Method: DFT, ωB97M-V/def2-TZVPD

Structure (XYZ):
```
37
Properties=species:S:1:pos:R:3:forces:R:3:lowdin_spin:R:1
O -2.29369 1.44203 -2.33130 -1.5 1.3 1.1 0.0000
H 2.86713 -2.81034 0.21471 0.1 0.1 -0.5 0.0000
H 0.76217 1.35341 2.88941 -0.1 -2.0 0.8 0.0000
O 0.15591 -1.58611 2.55123 1.5 1.9 -1.9 0.0000
H -0.95352 -1.90450 -0.55321 -0.3 -0.8 1.2 0.0000
H -0.42643 -0.82483 2.30753 -0.8 -1.0 0.5 0.0000
O 2.72334 1.25862 -3.01087 -0.2 -0.2 -1.0 0.9219
H -2.63303 -3.32704 -0.13316 -0.5 0.3 0.3 0.0000
O 2.48709 2.95015 -1.30426 0.8 0.3 0.9 0.0569
H 3.04004 2.03835 -2.40656 -0.5 0.0 0.9 0.0059
H 1.77990 2.97151 -0.63456 -0.3 -0.3 -0.6 -0.0004
O -0.16519 -1.59443 -0.07354 -0.5 2.3 -3.6 0.0000
H 2.03753 0.69670 2.55218 0.4 -0.5 0.4 0.0000
H 0.43301 -1.79022 1.58533 -0.5 -0.7 0.7 0.0000
O -2.33552 -3.65884 0.72496 0.4 -0.1 -1.0 0.0000
H -3.58147 -0.87938 -0.66534 0.8 0.5 0.3 0.0000
H -1.90281 -4.45962 0.39588 0.1 -0.2 0.7 0.0000
O -0.18401 1.24820 0.62082 -1.9 0.8 -2.4 -0.0001
H -0.97097 0.67270 0.60688 0.2 -1.0 1.0 0.0000
H -1.51261 0.94607 -2.55599 0.2 0.4 -1.7 0.0000
O -1.09254 2.93901 3.23523 -1.3 0.1 -0.2 0.0000
H -0.66332 1.75084 -0.11353 1.5 0.3 1.1 0.0000
H -1.73357 3.50628 2.77722 1.0 0.6 -0.8 0.0000
O 1.25687 0.47302 3.08737 0.5 3.0 -1.0 0.0000
H 2.43136 0.45578 -2.51012 0.1 -0.1 0.3 0.0116
H 2.35899 -3.18479 1.54987 -0.1 0.1 0.1 0.0000
O 2.21734 -2.52391 0.85627 0.3 -0.3 0.7 0.0000
H 0.95606 -0.80620 2.75761 -1.3 -0.7 0.6 0.0000
H -0.07291 -0.84446 -0.78436 0.7 -1.4 2.4 0.0000
O -2.76333 -0.33474 -0.70799 -1.2 -0.5 -0.9 0.0000
H 3.26522 3.12334 -0.73695 0.0 0.2 -0.4 0.0018
H -2.85556 2.05079 -2.86584 1.7 -1.0 -0.3 0.0000
O 0.15031 -0.52942 -3.43575 0.1 1.1 1.8 0.0024
H -1.81570 2.58822 3.76598 0.5 -0.9 1.1 0.0000
H 0.66598 -0.13693 -4.13070 -0.2 -0.5 -1.1 -0.0003
H -2.93634 0.26938 -1.50405 0.4 -0.6 1.4 0.0000
H -0.23329 -1.37600 -3.64153 0.1 -0.4 -0.8 0.0002
```
Forces are in eV/Å.

Summary:
⟨S²⟩: 0.7532
Calculated total energy (eV): -24954.41086
Spin multiplicity: 2
Energy above the lowest of the compared OMol25 structures with the same formula, charge and spin (eV): 3.141
Charge: +2

No. 3
Molecular formula: C2H7NO3
Method: DFT, ωB97M-V/def2-TZVPD

Structure (XYZ):
```
13
Properties=species:S:1:pos:R:3:forces:R:3:lowdin_charge:R:1
O 0.26520 1.47219 0.19250 -0.2 0.5 0.3 0.1043
C -0.74988 0.96240 -0.19055 0.1 -1.7 -0.7 -0.5053
O -1.48221 1.42443 -1.24271 0.2 0.9 0.9 0.0862
C -1.25993 -0.42138 0.22943 -0.7 0.0 -0.4 -0.1938
N -0.26861 -1.48598 0.06022 -0.9 1.0 0.9 0.0280
H -1.18588 2.34656 -1.33307 0.0 -0.1 -0.5 0.1229
H -2.12281 -0.60852 -0.41184 0.0 -0.2 0.1 0.1100
H -1.67228 -0.40279 1.24126 0.3 0.2 0.2 0.1139
H 0.62670 -1.05486 0.26280 0.4 -0.8 -0.7 0.0373
H -0.41470 -1.91366 -0.83917 0.8 0.1 -0.1 0.0705
H 3.67822 -1.64001 0.59594 2.2 -0.1 -0.5 0.0030
H 2.75266 -1.01612 1.63114 0.2 0.0 0.0 0.0482
O 2.79234 -1.55679 0.83787 -2.4 0.1 0.5 -0.0251
```
Forces are in eV/Å.

Summary:
Calculated total energy (eV): -9820.07850
Structure (SMILES): NCC(=O)O.O
Energy above the lowest of the compared OMol25 structures with the same formula, charge and spin (eV): 0.882
Charge: 0

No. 4
Molecular formula: C11H18N3O
Method: DFT, ωB97M-V/def2-TZVPD

Structure (XYZ):
```
33
Properties=species:S:1:pos:R:3:forces:R:3:lowdin_charge:R:1
C -2.77202 1.69801 -1.58926 0.5 0.6 0.9 0.0173
C -2.68299 0.31625 -1.65234 -2.1 2.7 -2.6 -0.0540
C -0.88943 1.63421 -0.03157 -0.5 2.1 -0.6 0.0388
C -0.81423 0.26438 -0.17821 0.6 -0.6 1.9 -0.2603
C -1.88532 2.48368 -0.69360 -1.0 -0.9 -0.8 -0.1191
C -1.72335 -0.39390 -1.04965 0.8 -0.9 0.8 0.0656
C 1.75066 1.50971 1.37170 1.0 -1.1 0.5 -0.0800
C -0.09077 -2.65738 1.31252 -2.1 -1.2 0.3 -0.0454
C 2.11513 -1.80757 0.43201 2.6 1.6 -3.2 -0.0633
C 0.72923 0.43513 1.73413 -2.0 0.1 -1.5 -0.1575
C 0.58211 -1.69022 0.34208 1.7 0.8 0.9 -0.4268
N 1.23513 0.36310 -1.49125 0.2 2.5 2.1 0.2542
N 1.37283 -0.16654 -2.43479 0.3 0.7 0.0 -0.2523
N 0.17981 -0.30659 0.54648 -0.4 -0.4 1.6 -0.1272
O 1.55600 -0.67144 -3.42930 0.6 -2.5 -4.2 0.1777
H -3.55672 2.27964 -2.03988 -0.3 -0.3 -0.5 0.1249
H -3.32046 -0.10598 -2.42816 -0.1 -0.5 0.6 0.1345
H -0.04538 2.13563 0.42265 -0.5 0.0 0.1 0.0930
H -1.56274 3.46278 -1.14056 0.1 -0.9 0.5 0.1713
H -2.76672 2.84061 -0.05306 0.9 -0.3 0.2 0.2016
H -1.81311 -1.43898 -1.32050 1.0 -0.3 0.6 0.1439
H 1.53547 2.53117 1.61497 -0.4 0.4 0.4 0.0770
H 2.62856 1.19267 1.92193 0.5 0.5 0.1 0.0838
H 2.04324 1.46024 0.33497 -0.1 0.0 -0.2 0.0503
H 0.25329 -2.71857 2.41242 0.2 0.4 -2.0 0.1130
H -1.21755 -2.45957 1.45430 1.5 -0.1 -0.6 0.0980
H -0.02497 -3.66566 0.83269 0.0 0.5 0.8 0.0929
H 2.60844 -0.92267 -0.30572 -1.3 -1.9 2.6 0.1209
H 2.59225 -2.65541 -0.19588 -1.3 0.6 1.7 0.1112
H 2.53635 -1.72633 1.44093 0.0 -0.2 -0.4 0.0746
H -0.21169 0.79698 2.17281 0.6 0.4 0.5 0.1309
H 1.13563 -0.28343 2.41723 0.2 -0.4 0.2 0.1068
H 0.52331 -1.73398 -0.73011 -1.3 -1.5 -0.5 0.1034
```
Forces are in eV/Å.

Summary:
Calculated total energy (eV): -18204.21580
Energy above the lowest of the compared OMol25 structures with the same formula, charge and spin (eV): 4.853
Charge: +1

No. 5
Molecular formula: C15H23AlBBrCaCl5NaO16RbSi2
Method: DFT, ωB97M-V/def2-TZVPD

Structure (XYZ):
```
67
Properties=species:S:1:pos:R:3:forces:R:3:lowdin_charge:R:1
C -5.91744 2.57211 -4.33335 0.5 1.1 -0.8 -0.1530
C -4.36157 2.34245 -4.48142 -0.8 -0.8 -0.5 -0.7330
Cl -4.06076 1.99647 -6.26772 0.0 0.5 1.1 0.6333
C -3.78255 1.08928 -3.68796 1.0 0.9 0.0 -0.3254
Si -4.74443 0.63718 -2.11053 -0.3 -0.3 0.2 0.5500
C -5.05690 2.21191 -1.01861 0.7 0.1 1.4 -0.2709
C -4.16277 2.24605 0.31462 0.2 1.2 -0.7 -0.2713
C -2.59346 2.16329 0.07577 -1.1 -1.2 2.3 -0.4349
Br -1.90204 3.47024 -1.27886 1.7 -1.6 0.5 0.7608
O -3.97959 -0.52880 -1.09827 0.6 0.4 -2.1 -0.4389
Si -2.93640 -1.60386 -1.94851 -0.6 0.9 0.2 0.5611
H -6.22607 3.23722 -5.19192 0.2 -0.7 0.9 0.0906
H -6.53688 1.64568 -4.42265 0.7 0.7 0.3 0.0956
H -6.12855 3.17123 -3.39906 -0.1 -0.9 -0.7 0.0568
H -3.80126 3.30755 -4.26998 -0.4 -1.0 -0.1 0.0741
H -2.73284 1.37584 -3.35863 -0.9 -0.6 -0.6 0.0680
H -3.68982 0.24786 -4.43375 -0.1 0.7 1.0 0.0755
H -6.08144 0.13595 -2.46788 0.1 -0.1 0.1 0.0329
H -6.14901 2.24136 -0.73006 1.2 0.2 -0.4 0.1129
H -4.81043 3.16811 -1.60577 -0.7 -1.3 0.2 -0.0575
H -4.34878 3.24331 0.82911 0.1 -1.0 -0.3 0.1098
H -4.48303 1.46460 1.06054 0.5 0.6 -0.9 0.1428
H -2.07011 2.42858 1.04187 -0.3 0.1 -1.3 0.1073
H -2.22549 1.13315 -0.18609 -0.5 1.2 -0.4 0.0663
H -2.59252 -2.69494 -0.99698 -2.6 4.8 -3.2 -0.3418
H -3.52630 -2.15034 -3.18904 -0.3 0.0 0.3 -0.0129
H -1.65304 -1.00238 -2.33636 0.0 0.2 0.2 -0.0214
Rb -1.92049 -3.99989 -0.16613 2.8 -5.6 3.5 0.9469
C 0.86374 0.80102 0.41908 1.6 -0.4 0.9 -0.8339
O 0.66767 1.96397 0.86973 -0.1 -0.2 0.0 -0.0475
O 0.01557 0.50889 -0.62313 -1.0 0.3 -0.4 0.0210
O 1.66676 -0.07335 0.76611 -0.8 0.0 0.1 -0.0418
H -0.41835 1.38404 -0.59409 0.1 -0.5 -0.8 0.0044
B 5.62529 -2.45955 1.33525 0.7 -0.4 -1.2 -0.8845
O 4.74979 -3.54671 1.81067 0.4 0.3 0.2 0.2276
C 5.52147 -4.62367 2.00629 -2.7 -1.4 0.8 -0.3504
O 5.11955 -5.68008 2.39319 0.3 0.5 -0.2 0.2364
C 6.92603 -4.28204 1.66833 3.3 0.6 -0.8 -0.3417
O 7.86421 -5.01835 1.73481 -0.7 0.1 0.1 0.2691
O 6.98639 -3.00655 1.27528 -0.9 -0.5 0.4 0.2791
O 5.19209 -1.97024 0.01359 0.0 0.4 1.0 0.2625
C 4.90388 -0.67275 0.13258 -0.4 -0.5 -2.8 -0.3857
O 4.51906 0.02866 -0.75862 0.2 0.0 0.6 0.1949
C 5.13117 -0.25375 1.53150 0.7 2.0 1.1 -0.3934
O 4.96178 0.84962 1.98214 -0.1 -0.9 0.0 0.1833
O 5.55948 -1.30208 2.25307 0.1 0.0 -0.5 0.1527
C -4.31384 -6.63625 4.05235 -0.8 -0.2 0.1 -1.5352
Cl -5.47515 -5.79917 5.08076 0.3 -0.1 -0.2 0.5867
Cl -5.12450 -7.83884 3.04188 0.2 0.1 0.2 0.5825
Cl -3.42330 -5.47479 3.04606 0.2 0.2 -0.1 0.4891
H -3.59703 -7.14543 4.69012 0.1 0.3 -0.1 -0.0094
Ca -3.78682 5.06994 -1.56960 -1.6 1.6 -0.3 1.4339
O -3.15074 -9.51164 5.98422 0.2 0.0 0.1 0.1784
H -3.67533 -8.98583 5.35141 -0.3 -0.2 -0.1 -0.0078
Na 3.82106 -1.23414 3.36312 -0.8 0.3 0.9 0.6428
Cl 1.53907 1.30986 3.54507 -1.0 -2.0 0.5 -0.0442
Al 0.07058 -0.84883 3.52871 1.2 2.0 -0.2 0.6260
C 7.05114 3.57909 0.62022 0.3 -0.4 0.4 -0.1177
C 5.59674 3.50759 0.25394 -0.5 -0.6 0.1 -0.1324
O 5.31598 4.83337 -0.18624 0.3 0.2 0.0 0.0679
C 6.49164 5.38240 -0.58602 0.2 0.3 -0.2 -0.5445
O 6.58357 6.42100 -1.16454 -0.1 -0.3 0.1 0.1958
O 7.54399 4.59899 -0.24543 -0.4 0.2 -0.2 0.0815
H 7.57303 2.63803 0.44921 0.1 0.2 -0.1 0.1371
H 7.20843 3.88834 1.65681 0.0 0.0 -0.1 0.1397
H 5.40465 2.81317 -0.56893 0.0 0.0 0.0 0.1318
H 4.96524 3.23690 1.09873 -0.1 0.2 -0.1 0.1220
```
Forces are in eV/Å.

Summary:
Calculated total energy (eV): -227851.94463
Charge: +3

No. 6
Molecular formula: C23H19N3O2SSe2Te2V
Method: DFT, ωB97M-V/def2-TZVPD

Structure (XYZ):
```
53
Properties=species:S:1:pos:R:3:forces:R:3:lowdin_spin:R:1
V 0.22384 -1.27484 -1.34835 0.3 2.9 -0.6 1.7214
C 2.22564 3.19176 4.95715 -0.1 0.0 -0.1 0.0001
C 1.77804 2.10476 4.02185 -0.1 -0.2 -0.2 0.0002
C 1.48524 0.82046 4.47795 0.2 0.4 0.0 0.0002
C 1.14384 -0.18514 3.59285 -0.1 -0.3 -0.4 0.0001
C 1.08994 0.07736 2.22975 -0.2 0.1 0.3 0.0006
C 1.31764 1.36726 1.76995 0.0 -0.1 -0.5 0.0006
C 1.65714 2.36826 2.65615 0.1 -0.1 0.4 0.0014
S 0.71984 -1.25284 1.10235 1.4 -0.4 3.2 0.0065
O 1.82174 -1.25174 0.15185 -0.2 0.4 0.2 0.0235
O 0.62014 -2.47904 1.86165 0.0 0.2 0.5 0.0002
N -0.63976 -0.86844 0.43285 -0.2 0.6 1.0 0.0173
C -1.35016 -2.02754 0.21085 -1.5 -1.6 0.0 0.0427
C -2.40076 -2.46734 0.98895 -0.7 -0.4 0.1 0.0014
C -3.05166 -3.64944 0.62985 0.4 0.5 0.1 0.0365
C -2.60136 -4.35664 -0.48305 0.0 0.0 0.1 0.0015
C -1.52616 -3.87594 -1.19895 0.6 0.6 -0.3 0.0331
N -0.91226 -2.72274 -0.85755 -2.5 -2.3 1.4 0.0042
H 2.37844 2.80266 5.96235 0.0 0.0 0.1 0.0000
H 1.48194 3.99046 4.99785 0.0 0.0 0.1 0.0001
H 3.16174 3.62536 4.60105 0.0 0.0 0.1 0.0000
H 1.54094 0.60436 5.53785 0.0 0.0 0.1 0.0001
H 0.93124 -1.19034 3.93045 0.0 0.0 0.1 0.0000
H 1.24074 1.59296 0.71525 0.0 0.0 -0.2 -0.0004
H 1.84844 3.36766 2.28645 0.0 0.0 -0.1 0.0022
H -2.68746 -1.87864 1.85255 0.0 -0.1 -0.1 -0.0006
H -3.88626 -4.01414 1.21675 0.0 0.0 0.0 0.0027
H -3.07716 -5.27534 -0.79525 0.0 0.0 0.0 -0.0007
H -1.12346 -4.38664 -2.08245 -0.1 0.3 0.3 0.0035
Se 0.16414 -1.73644 -3.56525 -1.6 0.0 -5.0 0.0582
Te 0.66104 -2.59944 -5.87815 -0.6 0.2 -0.4 0.0204
Te 3.20884 -3.95644 -3.79385 0.5 -0.5 0.4 0.0259
Se 1.79524 -2.56954 -2.24715 5.0 -3.6 -0.8 0.0557
C 2.97894 1.95596 -1.78115 0.7 -0.9 -0.1 0.1153
C 2.11884 3.05816 -1.70435 -1.0 1.0 0.2 0.1591
C 0.75494 2.82756 -1.67545 0.5 0.3 0.1 0.0114
C 0.25674 1.52806 -1.70565 -1.1 0.6 0.1 0.1775
N 1.11384 0.45136 -1.72795 1.5 1.0 -0.2 0.2050
C 2.43844 0.69806 -1.79895 0.3 0.0 -0.1 0.0479
C -1.14296 1.16106 -1.78955 0.5 0.4 -0.2 0.0255
C -2.21466 2.05726 -1.73175 -0.1 0.3 0.0 0.0603
C -3.50126 1.60806 -1.95545 -0.2 0.1 0.0 0.0042
C -3.73256 0.27676 -2.27275 -0.5 0.0 -0.2 0.0768
C -2.67656 -0.62074 -2.29405 0.4 -0.2 0.0 0.0064
C -1.38216 -0.21184 -1.99795 -1.1 0.4 0.3 0.0209
H 4.05164 2.07996 -1.82545 0.1 -0.1 -0.1 0.0078
H 2.51394 4.06506 -1.67775 0.0 0.1 0.0 0.0160
H 0.06634 3.66036 -1.63165 -0.1 0.1 0.0 -0.0030
H 3.09654 -0.17224 -1.88185 -0.4 0.2 0.1 0.0025
H -2.04576 3.10716 -1.51405 0.0 0.0 0.0 0.0046
H -4.33076 2.30466 -1.89715 0.0 0.0 0.0 -0.0023
H -4.73586 -0.06654 -2.49865 -0.1 0.0 0.0 0.0072
H -2.86676 -1.66274 -2.57315 0.0 0.2 0.2 -0.0016
```
Forces are in eV/Å.

Summary:
⟨S²⟩: 3.8170
Calculated total energy (eV): -214523.99858
Spin multiplicity: 4
Energy above the lowest of the compared OMol25 structures with the same formula, charge and spin (eV): 4.213
Charge: -2